No. 1
A structure of composition C16H45B11Br6N7O4P2V in a non-equilibrium geometry. Source: the OMol25 dataset; level of theory: the ωB97M-V functional and the def2-TZVPD basis.

Results
LUMO energy (alpha / beta)   -14.35 / -14.09 eV
Charge   +4
HOMO-LUMO gap (alpha / beta)   4.275 / 4.446 eV
Multiplicity   3

Geometry as XYZ:
```
92
Properties=species:S:1:pos:R:3:mulliken_charge:R:1
V 0.082 -0.345 0.060 0.711
C -0.370 0.026 5.206 -1.055
N 0.844 -0.429 4.537 0.264
C 1.853 -0.940 5.456 -1.131
P 1.216 0.335 3.130 0.589
O 0.113 0.207 2.127 -0.878
O 2.444 -0.606 2.562 0.146
P 2.923 -0.818 1.044 -1.388
O 1.811 -0.249 0.165 0.627
N 4.290 -0.008 0.719 0.643
C 5.524 -0.354 1.413 -1.014
C 4.391 1.086 -0.235 -0.686
N 3.092 -2.446 1.004 0.565
C 2.554 -3.307 2.055 -1.012
C 3.980 -3.057 0.024 -1.117
N 1.876 1.838 3.272 0.618
C 2.397 2.336 4.537 -1.078
C 1.748 2.846 2.237 -0.673
H -0.170 0.847 5.901 0.317
H -0.780 -0.805 5.780 0.370
H -1.097 0.361 4.467 0.356
H 1.979 -0.286 6.323 0.439
H 2.805 -1.052 4.946 0.361
H 1.529 -1.913 5.829 0.302
H 5.368 -1.251 2.008 0.322
H 5.839 0.455 2.072 0.351
H 6.320 -0.538 0.691 0.391
H 3.459 1.174 -0.792 0.006
H 5.202 0.887 -0.937 0.396
H 4.606 2.030 0.268 0.300
H 3.073 -3.157 3.003 0.269
H 2.692 -4.345 1.758 0.506
H 1.491 -3.108 2.212 0.166
H 4.531 -2.284 -0.506 0.368
H 3.416 -3.642 -0.703 0.293
H 4.695 -3.711 0.521 0.479
H 2.496 1.527 5.252 0.308
H 1.755 3.117 4.950 0.388
H 3.387 2.764 4.373 0.344
H 0.844 3.446 2.377 0.344
H 1.733 2.364 1.260 -0.151
H 2.610 3.510 2.290 0.409
Br 0.274 0.087 -2.610 -0.174
B -0.041 1.996 -3.143 0.418
B 0.920 2.948 -4.316 0.929
C 0.817 4.547 -3.716 -0.223
B 1.001 3.309 -2.564 0.364
B -0.026 4.739 -2.238 1.171
B -0.717 5.262 -3.786 0.087
B -0.151 4.157 -5.059 0.157
B -0.764 2.491 -4.733 -0.043
Br -1.226 1.194 -6.115 -0.216
B -1.818 3.982 -4.407 -0.557
Br -3.399 4.371 -5.476 0.087
B -1.734 4.319 -2.596 -0.074
Br -3.250 5.053 -1.601 -0.212
B -0.610 3.090 -1.875 1.016
Br -0.813 2.272 -0.076 -0.369
B -1.749 2.591 -3.194 -1.316
Br -3.204 1.350 -2.822 -0.251
H 1.872 2.572 -4.874 -0.172
H 1.660 5.197 -3.902 0.737
H 2.004 3.165 -1.982 -0.287
H 0.320 5.528 -1.453 -0.178
H -0.837 6.395 -4.029 -0.121
H 0.104 4.580 -6.112 -0.129
O -2.199 -0.545 -0.366 -0.562
H -2.922 0.003 -0.019 0.320
H -2.583 -0.987 -1.141 0.194
C -1.983 -4.209 3.106 -0.711
C -2.344 -2.748 2.893 -0.535
N -1.429 -2.195 1.909 0.641
C -0.908 -2.897 0.893 -0.213
N -0.127 -2.205 0.010 1.158
C 0.438 -2.928 -1.111 -1.258
C 0.583 -4.430 -0.862 -0.697
C -0.755 -4.964 -0.385 -0.867
N -1.187 -4.194 0.771 0.205
C -1.977 -4.919 1.762 -0.568
H -2.701 -4.691 3.765 0.431
H -0.998 -4.277 3.569 0.266
H -2.253 -2.173 3.814 0.369
H -3.374 -2.652 2.534 0.328
H -1.120 -1.236 2.032 -0.048
H 1.415 -2.483 -1.330 0.371
H -0.205 -2.774 -1.990 0.676
H 1.340 -4.627 -0.102 0.104
H 0.880 -4.930 -1.784 0.482
H -0.666 -6.009 -0.085 0.514
H -1.509 -4.906 -1.178 0.252
H -1.539 -5.914 1.881 0.447
H -2.996 -5.051 1.382 0.295
```

No. 2
A structure of composition C16H45Cu2N5O17S5 in a non-equilibrium geometry. Source: the OMol25 dataset; level of theory: the ωB97M-V functional and the def2-TZVPD basis.

Results
LUMO energy (alpha / beta)   -0.73 / -4.79 eV
Charge   0
HOMO-LUMO gap (alpha / beta)   7.482 / 3.420 eV
Multiplicity   3

Geometry as XYZ:
```
90
Properties=species:S:1:pos:R:3:mulliken_charge:R:1
Cu 2.070 -2.498 -2.790 0.579
Cu -0.891 -0.357 0.149 1.407
N 0.154 -3.518 -0.378 0.575
O 0.078 -2.324 -0.192 0.116
O -0.260 -4.347 0.341 -0.630
O 0.809 -3.865 -1.369 -0.656
N -3.483 -1.363 1.246 0.784
O -2.396 -1.831 1.218 -0.511
O -3.445 -0.298 0.578 -0.506
O -4.441 -1.803 1.726 -0.709
N 2.153 0.294 -0.956 0.457
O 2.328 -0.666 -1.644 -0.368
O 1.181 0.265 -0.235 -0.017
O 2.862 1.288 -1.083 -0.643
N -0.858 -0.684 -3.198 0.523
O 0.130 -1.399 -3.545 -0.546
O -1.746 -0.541 -3.933 -0.596
O -0.920 -0.348 -2.088 -0.209
C 8.102 -0.994 3.498 -1.403
C 7.138 -0.383 2.482 -0.430
N 5.726 -0.592 2.696 0.057
C 4.904 0.500 2.043 0.014
C 5.044 1.793 2.873 -1.300
C 5.488 -1.874 2.118 -0.620
C 4.054 -2.370 2.332 -1.044
H 9.014 -0.398 3.541 0.372
H 8.334 -2.059 3.505 0.333
H 7.596 -0.767 4.436 0.346
H 7.319 0.687 2.384 0.433
H 7.459 -0.689 1.486 0.384
H 3.847 0.248 1.965 -0.005
H 5.214 0.697 1.017 0.284
H 5.172 1.494 3.914 0.349
H 4.118 2.368 2.903 0.281
H 5.952 2.308 2.561 0.352
H 5.725 -1.872 1.055 0.373
H 6.284 -2.528 2.475 0.398
H 3.725 -2.180 3.353 0.252
H 3.365 -1.887 1.638 0.098
H 4.085 -3.435 2.102 0.456
C -0.470 -2.792 3.872 -0.925
S 0.077 -1.080 3.698 0.364
O 0.097 -0.635 2.232 -0.290
C -1.464 -0.401 4.291 -0.889
H -1.442 -3.050 4.292 0.364
H 0.244 -3.059 4.651 0.474
H -0.207 -3.293 2.940 0.134
H -2.240 -0.912 3.721 0.115
H -1.436 0.685 4.210 0.279
H -1.439 -0.681 5.344 0.448
C -1.265 3.359 -3.437 -0.435
S -0.569 3.573 -5.138 0.386
O 0.966 3.411 -4.968 -0.626
C -1.126 2.099 -6.033 -0.737
H -2.176 3.953 -3.378 0.401
H -0.612 3.670 -2.621 0.273
H -1.507 2.315 -3.237 -0.130
H -0.793 1.175 -5.559 0.108
H -0.855 2.103 -7.088 0.421
H -2.213 2.101 -6.111 0.297
C -4.852 0.993 -3.110 -0.226
S -6.064 2.047 -2.076 0.366
O -6.823 1.120 -1.107 -0.570
C -4.807 2.796 -0.929 -0.448
H -4.045 1.591 -3.535 0.138
H -5.402 0.415 -3.852 0.441
H -4.388 0.308 -2.401 -0.238
H -5.214 3.544 -0.249 0.401
H -3.976 3.262 -1.461 0.117
H -4.163 2.087 -0.409 0.090
C -3.513 -2.937 -2.339 -0.435
S -5.301 -3.102 -1.789 0.573
O -5.698 -1.725 -1.209 -0.151
C -6.336 -3.489 -3.247 -0.898
H -2.872 -2.314 -1.716 -0.264
H -3.641 -2.452 -3.307 0.344
H -3.119 -3.945 -2.469 0.520
H -7.413 -3.396 -3.105 0.368
H -6.152 -4.505 -3.594 0.405
H -5.991 -2.815 -4.032 0.314
C 1.051 3.170 1.645 -0.656
S -0.409 3.023 0.482 0.427
O -1.199 1.721 0.675 -0.374
C -1.408 4.358 1.236 -1.157
H 1.728 3.987 1.398 0.464
H 1.751 2.339 1.557 -0.179
H 0.729 3.252 2.683 0.447
H -0.897 5.313 1.361 0.426
H -1.789 4.054 2.211 0.364
H -2.344 4.684 0.783 0.328
```

No. 3
A structure of composition C16H46BGaI2N7O6P2 in a non-equilibrium geometry. Source: the OMol25 dataset; level of theory: the ωB97M-V functional and the def2-TZVPD basis.

Results
LUMO energy   1.07 eV
Charge   -1
HOMO-LUMO gap   5.925 eV

Geometry as XYZ:
```
81
Properties=species:S:1:pos:R:3:mulliken_charge:R:1
C -4.215 -2.984 2.981 -0.584
O -4.094 -1.608 2.627 -0.279
B -5.333 -1.224 2.064 0.534
O -5.520 -1.534 0.696 -0.591
Ga -6.925 -0.285 3.060 0.031
I -6.300 0.504 5.476 -0.472
C -8.582 -1.485 3.002 -0.725
C -8.153 -2.920 2.650 -0.115
C -9.235 -3.979 2.917 -1.273
I -10.945 -3.810 1.635 -0.058
O -7.318 1.319 2.031 -0.270
N -6.578 2.352 2.490 0.165
O -5.511 2.408 1.962 -0.356
H -3.327 -3.563 2.711 0.221
H -5.062 -3.465 2.463 0.210
H -4.426 -3.083 4.053 0.279
H -5.677 -2.485 0.601 0.273
H -9.136 -1.513 3.947 0.374
H -9.236 -1.070 2.227 0.347
H -7.332 -3.188 3.330 0.137
H -7.864 -2.970 1.597 0.180
H -8.775 -4.953 2.721 0.500
H -9.516 -4.008 3.969 0.500
O -0.394 -4.102 -0.740 -0.877
P 0.502 -3.001 -0.207 0.862
N 0.439 -3.414 1.465 0.267
C 0.718 -2.507 2.562 -0.875
C 0.981 -4.730 1.785 -1.157
N -0.576 -1.684 -0.539 0.357
C -1.549 -1.260 0.463 -1.495
C -1.214 -1.764 -1.848 -1.198
N 1.847 -1.871 0.016 0.130
C 1.848 -0.555 -0.630 -1.139
C 3.125 -2.535 -0.332 -1.098
H 1.795 -2.354 2.723 0.281
H 0.297 -2.915 3.484 0.346
H 0.262 -1.531 2.426 0.205
H 2.080 -4.714 1.846 0.333
H 0.698 -5.464 1.031 0.344
H 0.592 -5.086 2.742 0.331
H -2.102 -2.099 0.894 0.463
H -2.271 -0.564 0.035 0.566
H -1.062 -0.696 1.261 0.167
H -2.076 -2.439 -1.854 0.325
H -0.509 -2.119 -2.605 0.365
H -1.551 -0.772 -2.161 0.355
H 1.693 -0.615 -1.712 0.301
H 2.805 -0.055 -0.451 0.543
H 1.096 0.096 -0.196 0.285
H 3.210 -2.709 -1.410 0.338
H 3.206 -3.503 0.171 0.303
H 3.975 -1.932 -0.007 0.345
O 4.498 2.303 -0.700 -0.884
P 4.880 3.083 -1.941 0.961
N 5.867 4.282 -1.197 0.090
C 6.177 5.580 -1.762 -0.788
C 7.054 3.759 -0.525 -1.097
N 3.298 3.726 -2.264 0.240
C 2.889 4.998 -1.692 -1.090
C 2.229 2.744 -2.110 -1.366
N 5.410 3.512 -3.574 0.038
C 4.451 3.630 -4.678 -0.909
C 6.479 2.583 -4.016 -1.071
H 6.959 5.532 -2.533 0.288
H 6.532 6.244 -0.970 0.349
H 5.310 6.066 -2.200 0.160
H 7.866 3.553 -1.237 0.323
H 6.828 2.833 0.003 0.287
H 7.422 4.469 0.218 0.367
H 3.110 5.069 -0.620 0.312
H 1.817 5.150 -1.830 0.407
H 3.360 5.834 -2.216 0.229
H 1.936 2.607 -1.064 0.397
H 2.539 1.772 -2.499 0.329
H 1.346 3.051 -2.677 0.486
H 3.833 2.737 -4.799 0.293
H 4.993 3.797 -5.613 0.382
H 3.807 4.494 -4.548 0.268
H 6.089 1.579 -4.207 0.352
H 7.256 2.500 -3.250 0.279
H 6.961 2.950 -4.922 0.368
```

Among the records above, which one has the highest charge?
C16H45B11Br6N7O4P2V